Entry 1:
C33H45BN8OS3Sr | the ωB97M-V functional and the def2-TZVPD basis

Calculated values
Highest occupied orbital energy   -0.5131 Eh
Net charge   +2
2S+1   1
Frontier orbital gap   7.3127 eV

```
92
C33H45BN8OS3Sr, DFT the ωB97M-V functional and the def2-TZVPD basis
Sr 1.335 2.587 -0.999
C 4.313 -1.434 -2.055
C 2.840 -1.593 -1.872
C 2.080 -2.444 -2.580
C 0.669 -2.520 -2.351
N 0.074 -1.749 -1.491
N 0.850 -0.888 -0.772
B 0.058 -0.129 0.238
N -1.374 0.194 0.006
N -2.085 -0.147 1.099
C -3.372 -0.002 1.071
C -4.024 0.556 -0.056
C -3.307 0.933 -1.133
C -3.896 1.585 -2.347
C -1.887 0.748 -1.098
S -0.881 1.291 -2.351
C -4.040 -0.500 2.357
C -5.524 -0.175 2.416
C -3.316 0.143 3.536
C -3.834 -2.024 2.360
N 0.537 -0.016 1.659
N 0.545 -1.255 2.182
C 0.757 -1.367 3.466
C 1.166 -0.232 4.228
C 1.155 1.002 3.679
C 1.601 2.242 4.386
C 0.686 1.110 2.334
S 0.300 2.609 1.618
C 0.492 -2.727 4.082
C -0.635 -2.544 5.111
C 0.056 -3.699 2.991
C 1.743 -3.249 4.788
C 2.172 -0.747 -0.925
S 3.011 0.445 -0.077
C -0.186 -3.523 -3.106
C 0.005 -3.342 -4.610
C -1.645 -3.321 -2.730
C 0.295 -4.923 -2.686
H 4.673 -2.134 -2.798
H 4.857 -1.590 -1.127
H 4.553 -0.420 -2.387
H 2.531 -3.084 -3.326
H -5.095 0.697 -0.044
H -4.976 1.639 -2.275
H -3.634 1.041 -3.249
H -3.501 2.598 -2.461
H -5.729 0.890 2.338
H -5.920 -0.518 3.369
H -6.091 -0.669 1.623
H -3.454 1.219 3.550
H -2.254 -0.068 3.511
H -3.703 -0.264 4.464
H -4.312 -2.496 1.505
H -4.252 -2.460 3.261
H -2.776 -2.276 2.324
H 1.469 -0.383 5.251
H 1.826 2.034 5.432
H 0.826 3.011 4.324
H 2.494 2.656 3.901
H -1.558 -2.232 4.632
H -0.389 -1.825 5.887
H -0.806 -3.486 5.615
H -0.791 -3.327 2.423
H -0.212 -4.646 3.442
H 0.863 -3.886 2.280
H 2.055 -2.625 5.615
H 2.577 -3.351 4.101
H 1.548 -4.234 5.192
H -0.291 -2.343 -4.920
H -0.618 -4.054 -5.144
H 1.030 -3.505 -4.918
H -2.001 -2.336 -3.020
H -1.818 -3.433 -1.668
H -2.246 -4.055 -3.249
H 1.332 -5.097 -2.957
H -0.291 -5.691 -3.187
H 0.196 -5.081 -1.614
N 3.450 8.694 -4.742
C 4.101 7.516 -4.612
O 5.220 7.313 -5.020
C 3.362 6.394 -3.887
C 2.075 6.472 -3.378
C 1.566 5.386 -2.700
N 2.256 4.257 -2.526
C 3.490 4.176 -3.044
C 4.068 5.220 -3.725
H 3.938 9.444 -5.211
H 2.510 8.851 -4.433
H 1.445 7.342 -3.488
H 0.565 5.432 -2.286
H 4.040 3.250 -2.887
H 5.073 5.141 -4.125
```


Entry 2:
C33H42FN4O4S4SiTi | the ωB97M-V functional and the def2-TZVPD basis

Calculated values
ΔE to the lowest compared entry with this formula, charge and spin   8.209 eV
Highest occupied orbital energy   -0.1975 Eh
Net charge   -1
2S+1   1
Frontier orbital gap   6.9907 eV

```
90
C33H42FN4O4S4SiTi, DFT the ωB97M-V functional and the def2-TZVPD basis
Ti -0.096 -0.870 -0.792
C -0.791 -0.896 2.633
N -0.139 -1.439 1.414
C 0.548 -2.489 1.672
C 1.249 -3.142 0.621
C 2.065 -4.272 0.682
C 2.496 -4.503 -0.627
C 1.913 -3.499 -1.400
N 1.160 -2.670 -0.680
C 0.179 -0.400 3.682
C 1.275 0.395 3.372
C 2.127 0.845 4.367
C 1.894 0.504 5.693
C 0.805 -0.291 6.015
C -0.046 -0.738 5.013
H -1.422 -1.661 3.092
H -1.469 -0.096 2.328
H 0.629 -2.910 2.675
H 2.309 -4.844 1.564
H 3.142 -5.292 -0.978
H 2.002 -3.350 -2.447
H 1.467 0.657 2.345
H 2.973 1.467 4.107
H 2.558 0.860 6.470
H 0.613 -0.558 7.046
H -0.901 -1.351 5.277
C -1.402 2.812 -1.140
Si -2.848 1.483 -0.984
C -3.848 1.843 -2.525
C -3.890 1.855 0.535
N -2.257 -0.276 -0.869
C -3.127 -1.328 -0.827
C -4.535 -1.317 -0.855
C -5.271 -2.495 -0.810
C -4.659 -3.736 -0.737
C -3.267 -3.799 -0.710
C -2.570 -2.628 -0.751
F -1.198 -2.654 -0.731
H -1.784 3.834 -1.170
H -0.854 2.638 -2.069
H -0.712 2.589 -0.344
H -4.084 2.909 -2.565
H -4.790 1.290 -2.558
H -3.274 1.585 -3.417
H -4.172 2.911 0.547
H -3.403 1.629 1.475
H -4.807 1.260 0.518
H -5.063 -0.375 -0.914
H -6.352 -2.433 -0.833
H -5.247 -4.642 -0.704
H -2.734 -4.740 -0.657
C 4.593 -1.532 -2.800
C 4.217 -0.259 -2.027
S 2.523 -0.104 -1.319
C 1.857 1.008 -2.679
C 1.216 0.171 -3.878
S 0.493 -1.522 -3.362
C 1.293 -2.333 -4.829
C 2.727 -2.850 -4.659
S 4.003 -1.560 -4.539
H 4.319 -2.438 -2.260
H 5.681 -1.545 -2.891
H 4.439 0.601 -2.652
H 4.844 -0.200 -1.135
H 2.569 1.780 -2.978
H 1.027 1.521 -2.198
H 2.052 -0.015 -4.540
H 0.457 0.754 -4.395
H 1.221 -1.665 -5.684
H 0.643 -3.183 -5.056
H 2.985 -3.454 -5.532
H 2.822 -3.515 -3.815
N -0.174 1.033 0.371
C -0.059 2.254 1.243
C 1.198 2.852 1.210
C 1.468 4.000 1.931
C 0.460 4.605 2.671
C -0.803 4.038 2.677
C -1.062 2.876 1.957
S 0.810 6.085 3.634
O 2.155 5.854 4.139
O -0.227 6.097 4.654
O 0.709 7.158 2.656
H -0.955 0.373 0.704
H -0.568 1.210 -0.652
H 1.983 2.387 0.622
H 2.457 4.439 1.927
H -1.587 4.511 3.252
H -2.052 2.473 1.984
O -0.132 0.420 -1.803
```